w) DFT (ωB97M-V/def2-TZVPD) results for 2 unconnected molecules or ions with the total composition C7H16O.

```
24
C7H16O (ωB97M-V/def2-TZVPD)
H 1.286 2.317 2.072
C -0.763 0.962 0.491
H -0.150 -0.057 -2.345
C 0.615 -0.933 -0.556
C 1.572 0.340 1.338
H 2.355 -0.397 1.319
H 1.393 -1.660 -0.343
C 0.872 -0.200 -1.938
C 0.564 0.218 0.466
H 0.662 1.066 3.179
H 1.524 -2.068 -2.754
C 1.475 1.310 2.487
H -0.344 -1.427 -0.458
H -6.358 -1.031 1.307
H -0.599 2.024 0.283
H 2.382 1.398 3.102
H -1.005 0.784 1.566
H -4.986 -0.979 1.416
H -1.567 0.549 -0.109
H 1.353 0.737 -1.705
H 1.137 -0.958 -3.978
O -5.684 -0.334 1.272
C 1.621 -1.004 -3.008
H 2.644 -0.658 -3.104
```

Orbital gap ... 9.355 eV
SMILES string ... C/C=C(\C)CCC.O
Multiplicity ... 1
LUMO ... 0.02610 Ha
HOMO ... -0.3177 Ha

x) DFT (ωB97M-V/def2-TZVPD) results for a single C7H16O molecule.

```
24
C7H16O (ωB97M-V/def2-TZVPD)
H -0.905 3.216 0.292
H -0.424 -1.752 -2.174
H 0.760 3.806 0.446
H 0.018 2.890 1.785
C 0.280 -0.273 1.512
H 0.032 0.486 -1.884
H 1.521 -0.054 -0.988
H -0.218 -1.231 1.647
H -1.990 1.114 -0.725
O 0.624 1.821 0.115
C 1.126 -2.591 -0.929
H 0.040 0.372 2.356
H -2.017 1.173 1.041
H 0.827 -3.626 -1.100
C 0.094 2.972 0.691
H -0.874 -1.923 -0.499
H 1.354 -0.444 1.500
C -0.185 0.396 0.231
H -2.208 -0.365 0.228
C -1.691 0.591 0.181
H 1.512 -2.501 0.084
C -0.048 -1.651 -1.156
H 1.938 -2.368 -1.620
C 0.436 -0.059 -1.035
```

Orbital gap ... 10.188 eV
SMILES string ... CCCC(C)(C)OC
Multiplicity ... 1
LUMO ... 0.03351 Ha
HOMO ... -0.3409 Ha

Of all the structures shown, which is most stable? x), and w) is the least stable.